The following is a quantum chemistry calculation of a molecular structure, C49H48N7O5STc, from the OMol25 dataset.

The geometry in XYZ format:
```
111
Properties=species:S:1:pos:R:3:forces:R:3
Tc -0.283 0.140 -0.231 0.987 -1.610 -1.053
S 1.813 0.046 -2.490 0.771 -0.265 -0.676
O 2.129 1.050 -1.507 0.002 -0.099 0.463
O -2.131 -1.199 1.371 0.311 0.239 -0.479
O 1.329 0.511 -3.756 0.147 -0.071 -0.073
O -1.320 0.871 -1.510 0.102 -0.805 0.705
O 1.107 -0.119 0.898 -1.235 0.203 -0.742
N -1.156 -2.225 -2.054 0.380 0.853 0.766
N 0.505 -2.092 -3.715 0.639 0.514 0.495
N -1.243 1.448 1.261 0.165 0.204 -0.141
N 6.333 -3.642 -3.327 0.227 -0.240 0.011
N -1.970 -3.364 2.049 0.057 -0.023 -0.044
N 0.652 -0.890 -1.738 0.942 2.068 1.447
N -2.801 -1.726 3.464 -0.033 0.051 -0.083
C -4.652 2.768 -4.387 -0.042 0.017 0.042
C -2.216 2.302 0.907 -0.344 0.416 0.153
C 2.722 -2.792 4.024 -0.026 -0.095 0.067
C -4.083 0.444 -4.542 -0.111 -0.029 -0.096
C -3.099 1.805 -2.826 0.245 -0.409 0.005
C -0.579 5.461 -1.581 -0.013 0.120 0.026
C 5.303 -2.775 -3.132 -0.334 0.203 0.068
C 3.667 -0.931 2.213 -0.078 -0.019 0.030
C -3.238 0.575 -3.453 0.060 0.025 0.175
C -1.444 4.419 -1.281 -0.029 -0.109 -0.026
C 3.632 3.282 3.198 -0.007 -0.042 0.128
C -2.158 1.958 -1.628 -1.208 2.023 -0.102
C -1.443 -3.383 -4.102 0.177 0.111 0.163
C 3.020 2.039 3.188 -0.103 -0.027 -0.028
C -3.012 2.025 -0.330 0.419 -0.249 -0.421
C 3.994 -2.932 3.499 -0.062 -0.027 0.100
C 2.206 1.665 2.124 0.018 -0.155 -0.254
C 1.489 0.309 2.155 0.599 0.676 2.142
C 3.435 4.167 2.152 -0.013 0.046 -0.048
C -0.658 1.600 2.461 0.019 0.283 0.562
C 0.460 5.275 -2.475 0.033 0.108 0.042
C -1.290 -3.754 0.835 0.130 0.212 -0.150
C 4.966 -2.350 -1.837 -0.022 -0.041 -0.077
C 4.467 -1.990 2.603 0.064 0.066 -0.134
C 3.905 -1.495 -1.639 0.059 0.077 -0.044
C -2.946 -2.694 4.531 -0.008 -0.333 0.028
C 3.482 -1.470 -4.016 0.064 0.101 -0.048
C -1.836 3.640 2.866 -0.025 -0.234 -0.174
C 2.382 -0.794 2.726 -0.177 -0.035 -0.214
C 0.195 0.497 2.992 0.401 -0.315 -0.560
C 1.986 2.569 1.094 0.011 -0.123 0.015
C 2.604 3.808 1.106 -0.055 0.087 -0.046
C -0.244 3.009 -2.800 -0.056 0.060 0.072
C -0.200 -2.890 -4.481 -0.483 -0.259 -0.039
C -2.549 3.390 1.707 0.132 -0.164 0.167
C -3.804 2.903 -3.303 0.019 -0.070 0.136
C 1.918 -1.732 3.639 -0.025 0.147 -0.070
C 0.004 -1.735 -2.527 -2.000 -2.797 -1.834
C -1.858 -3.020 -2.829 -0.163 -0.346 -0.570
C 0.620 4.046 -3.092 -0.017 -0.123 -0.065
C -2.295 -2.066 2.245 -0.160 -0.057 0.246
C -3.393 -4.021 3.936 0.250 0.121 0.008
C -4.795 1.537 -5.005 -0.031 -0.099 -0.059
C 4.535 -2.332 -4.220 0.035 0.035 0.195
C -0.892 2.711 3.259 -0.133 -0.105 -0.195
C -1.269 3.179 -1.877 0.104 -0.065 0.050
C -2.331 -4.453 2.936 -0.191 -0.151 0.328
C 3.183 -1.045 -2.732 -0.567 0.474 0.101
C -3.300 -0.394 3.701 0.000 0.192 -0.092
H -0.118 2.055 -3.285 0.023 -0.016 -0.098
H -1.988 -2.825 5.052 -0.099 0.002 0.080
H -0.730 6.426 -1.117 0.014 0.054 0.041
H 1.364 2.307 0.251 0.018 0.052 -0.045
H -2.793 -3.376 -2.413 -0.083 -0.072 -0.025
H -3.685 3.866 -2.832 0.040 0.162 0.032
H 0.445 0.695 4.035 0.011 -0.058 -0.127
H 4.611 -3.766 3.792 0.089 -0.070 0.039
H -3.162 0.195 2.797 -0.028 0.020 0.081
H 4.265 3.557 4.027 0.088 0.016 0.087
H -5.465 1.432 -5.844 -0.035 -0.013 -0.119
H -1.436 -4.801 3.470 -0.074 -0.039 -0.075
H 2.875 -1.100 -4.824 -0.027 -0.051 -0.193
H -3.815 2.754 -0.442 0.087 -0.053 0.017
H 0.255 -3.143 -5.431 -0.063 -0.088 -0.107
H -3.672 -2.311 5.250 0.063 -0.024 -0.076
H 4.031 -0.199 1.508 0.098 0.091 -0.085
H -3.510 -4.773 4.714 0.021 -0.067 0.000
H -2.761 0.076 4.527 -0.012 0.063 0.022
H 3.930 5.126 2.152 0.013 0.072 0.008
H -2.698 -5.282 2.322 0.074 0.050 0.060
H 4.779 -2.679 -5.213 0.012 0.013 -0.126
H 5.463 -2.081 2.201 0.157 -0.011 -0.070
H -0.438 -4.391 1.084 -0.001 0.000 -0.034
H -2.685 -0.277 -3.081 0.034 -0.051 -0.029
H -4.355 -3.892 3.439 -0.029 0.017 -0.015
H -2.023 -4.022 -4.744 -0.095 -0.092 -0.045
H -4.363 -0.425 3.949 -0.023 0.035 0.031
H 1.139 6.086 -2.696 0.028 0.080 -0.030
H 3.627 -1.159 -0.652 0.046 -0.015 0.200
H -4.190 -0.513 -5.033 0.015 -0.059 0.001
H 3.184 1.356 4.009 0.064 -0.088 0.072
H -0.378 -0.428 2.897 -0.038 0.015 0.227
H -5.199 3.623 -4.754 -0.032 0.082 -0.010
H 6.670 -3.780 -4.263 0.098 -0.029 0.051
H -1.969 -4.304 0.180 0.044 -0.031 -0.066
H 2.341 -3.513 4.731 0.003 -0.086 0.083
H -3.449 1.026 -0.226 -0.157 0.093 -0.040
H -2.252 4.594 -0.591 -0.126 0.032 0.092
H -0.346 2.821 4.184 0.031 -0.029 0.061
H 0.930 -1.646 4.063 -0.101 -0.027 0.032
H -2.036 4.514 3.465 -0.056 0.106 0.079
H 6.986 -3.796 -2.578 0.012 -0.007 -0.126
H 5.548 -2.709 -0.999 0.028 -0.010 0.107
H 2.428 4.489 0.288 0.006 0.080 -0.113
H -3.367 4.032 1.421 -0.037 0.067 -0.129
H -0.952 -2.860 0.311 -0.038 -0.288 0.026
H 1.408 3.879 -3.810 0.126 0.030 -0.044
```
Forces are in eV/Å.

strongest force on any atom: 3.898 eV/A
energy: -85289.8053 eV
2S+1: 2
total charge: +1
⟨S²⟩: 1.208
LUMO level (spin up / spin down): -4.423 / -4.159 eV

Löwdin population analysis, charges in e, atoms 1 to 2: number 1, Tc, carries 1.814; number 2, S, carries 0.646